C5H5NO2S | wB97M-V/def2-TZVPD

Values from the calculation:
spin multiplicity	1
HOMO-LUMO gap	7.45	eV
energy above the lowest of the compared OMol25 structures with the same formula, charge and spin	128.2	kcal/mol
DFT total energy	-21680.5759	eV

Structure (XYZ):
```
14
Properties=species:S:1:pos:R:3:mulliken_charge:R:1
C 1.3547 -1.1742 0.4657 -0.100
C 0.4859 -2.2240 0.3170 -0.327
C 0.9973 0.0759 0.1294 0.019
C -1.4313 -0.4182 0.1870 -0.149
C -2.6126 0.4485 0.1729 0.576
N -2.5638 1.6073 -0.5196 -0.356
O -3.6017 0.0546 0.7610 -0.584
O 1.5162 1.2323 0.4835 -0.359
S -1.1882 -1.9967 -0.1562 -0.008
H 2.4926 -1.2294 0.6703 0.270
H 0.9217 -3.2700 0.0615 0.280
H -3.2938 2.1748 -0.6371 0.190
H -1.7728 1.5849 -1.1268 0.224
H 1.7811 1.0684 1.4110 0.324
```